[1]
Density functional theory data (ωB97M-V/def2-TZVPD) for C2H4O2S2 in the gas phase in a non-equilibrium geometry.

The calculation puts the frontier orbital gap at 7.7336 eV. As for the HOMO energy: -9.2 eV. The value obtained for the relative energy (zero: lowest compared OMol25 entry of this formula, charge and spin) is 579.2 kJ/mol.

Element x y z (Å)
C 1.469 0.349 1.237
C -1.002 0.793 1.183
O 3.411 0.104 -0.794
O 0.663 0.464 -1.207
S 3.153 0.203 0.864
S 0.607 1.190 0.095
H 3.923 -0.203 -1.582
H -1.261 -0.186 1.507
H -0.503 1.404 1.932
H -1.894 1.425 0.786

[2]
Density functional theory data (ωB97M-V/def2-TZVPD) for 2 unconnected molecules or ions with the total composition C2H4O3P in a non-equilibrium geometry.

The calculation puts the frontier orbital gap at 8.8046 eV. Its net charge is -1. As for the HOMO energy: -4.7 eV. The value obtained for the relative energy (zero: lowest compared OMol25 entry of this formula, charge and spin) is 110.5 kJ/mol.

Element x y z (Å)
C 1.783 -0.570 -0.059
C 1.336 0.670 0.015
O -1.615 -0.729 0.256
O -4.047 -0.616 -0.066
O 0.143 1.139 0.210
P -2.736 0.152 -0.168
H 2.859 -0.849 -0.336
H 1.050 -1.318 0.101
H 1.857 1.608 -0.330
H -0.630 0.513 0.379

[3]
Density functional theory data (ωB97M-V/def2-TZVPD) for a molecular structure, C2H4O3P in a non-equilibrium geometry.

The calculation puts the frontier orbital gap at 8.4365 eV. Its net charge is -1. As for the HOMO energy: -4.2 eV. The value obtained for the relative energy (zero: lowest compared OMol25 entry of this formula, charge and spin) is 194.1 kJ/mol.

Element x y z (Å)
C -0.199 0.958 0.379
C -0.634 1.519 -0.738
O 0.341 1.182 1.440
O -0.824 -0.820 0.662
O 0.320 -3.067 0.319
P 0.420 -1.569 0.262
H -0.531 2.614 -0.834
H -1.099 1.064 -1.597
H 0.769 -0.873 -0.939
H 1.438 -1.008 1.047

[4]
Density functional theory data (ωB97M-V/def2-TZVPD) for a molecular structure, C2H4O3S2 in a non-equilibrium geometry.

The calculation puts the frontier orbital gap at 9.9673 eV. As for the HOMO energy: -10.2 eV. The value obtained for the relative energy (zero: lowest compared OMol25 entry of this formula, charge and spin) is 111.9 kJ/mol.

Element x y z (Å)
C -0.090 0.291 -0.510
C 1.387 0.847 -0.510
O -2.701 -1.273 0.872
O -0.567 -1.529 2.131
O -0.733 0.455 0.743
S -0.328 -1.487 -0.799
S -1.308 -1.039 1.005
H -0.668 0.866 -1.263
H 2.040 0.085 -0.187
H 1.494 1.763 0.072
H 1.473 1.022 -1.555

[5]
Density functional theory data (ωB97M-V/def2-TZVPD) for C2H4O4S in the gas phase in a non-equilibrium geometry.

The calculation puts the frontier orbital gap at 11.0159 eV. As for the HOMO energy: -10.8 eV. The value obtained for the relative energy (zero: lowest compared OMol25 entry of this formula, charge and spin) is 363.9 kJ/mol.

Element x y z (Å)
C -1.322 -0.343 -0.486
C -0.338 0.060 0.280
O 1.156 -1.827 -0.844
O 1.914 -0.861 1.308
O 2.355 1.531 0.171
O 2.162 0.552 -0.798
S 1.236 -0.734 0.057
H -2.314 0.068 -0.423
H -1.138 -1.116 -1.217
H -0.357 0.811 1.045
H 2.914 1.107 0.842

[6]
Density functional theory data (ωB97M-V/def2-TZVPD) for 2 unconnected molecules or ions with the total composition C2H4O4S in a non-equilibrium geometry.

Its expectation value of S² is 2.01. The calculation puts the frontier orbital gap (alpha / beta) at 6.4169 / 5.7742 eV. Its multiplicity is 3. As for the HOMO energy (alpha / beta): -6.4 / -10.0 eV. The value obtained for the relative energy (zero: lowest compared OMol25 entry of this formula, charge and spin) is 179.4 kJ/mol.

Element x y z (Å)
C 0.980 -0.882 -1.349
C 0.027 -1.726 -0.537
O -0.549 1.825 1.223
O -0.352 1.531 -1.429
O 0.597 -0.537 -2.681
O 0.420 -2.554 0.231
S 0.826 0.873 -1.816
H 1.989 -1.369 -1.208
H -1.087 -1.528 -0.698
H 0.105 2.588 1.290
H -0.930 1.974 0.415

Q: Look up the relative energy (zero: lowest compared OMol25 entry of this formula, charge and spin) of the fourth one.
A: 111.9 kJ/mol

Q: Number 5 is which compound?
A: C2H4O4S

Q: Which of these has the highest relative energy (zero: lowest compared OMol25 entry of this formula, charge and spin)?
A: C2H4O2S2